100
Properties=species:S:1:pos:R:3:forces:R:3:lowdin_charge:R:1 method="wB97M-V/def2-TZVPD" homo_energy_ev=-8.394 de_lowest_kcal_mol=121.19 spin_multiplicity=1 e_lumo_ev=-0.27 e_tot_ha=-5531.7795 max_force_ev_per_a=3.99
H 0.246771 0.503059 -1.539094 -0.10 0.34 1.09 0.060
H -2.355379 3.832869 2.531466 -0.30 0.96 -0.01 0.020
H -2.923869 -2.171571 6.201116 0.06 0.55 0.17 0.045
H -1.972989 -0.879401 5.279136 -0.63 -0.31 -0.39 0.027
C -1.901489 3.774059 -0.984994 0.41 -0.16 1.31 -0.262
C -5.100349 -1.543731 1.411116 -0.76 -0.83 -0.19 -0.244
H -1.212039 -1.681421 6.589176 -0.08 -0.48 0.20 0.050
H -2.022459 2.410749 3.093776 0.74 -0.45 1.28 0.043
C -0.949039 0.159069 1.130716 -0.02 0.25 0.35 -0.267
C -1.344539 -2.965821 -3.081254 -0.03 0.07 -1.04 -0.274
H -0.430809 1.024919 0.718596 0.16 -0.20 -0.01 0.043
H -0.517559 6.363799 -1.789594 -1.11 0.64 -0.19 0.056
O -0.566409 -4.101491 5.858806 -1.03 1.45 -2.02 -0.584
H -2.518469 -3.260951 1.257936 -0.33 -0.25 0.77 0.012
C 5.987281 0.319119 -1.181564 -1.85 -1.43 -0.50 -0.228
O -2.289319 -0.535221 -0.901414 0.55 -1.31 0.57 -0.579
C 4.214191 -4.013231 -1.644224 0.47 0.69 -0.19 -0.265
H 1.063321 -0.091121 5.569226 0.75 0.14 0.48 0.032
H 2.949461 -2.189901 -3.274344 0.01 -0.22 0.18 0.029
H -1.315259 6.434769 5.552226 0.01 0.17 -0.20 0.053
H -2.622909 3.885459 -0.175524 -0.79 0.03 -0.60 0.041
H 5.838541 -0.754451 -1.297444 0.51 -0.37 0.47 0.027
H -4.433849 -0.809391 1.863466 0.80 -0.83 0.10 0.041
H -0.022469 4.914029 -2.316574 0.30 -0.35 -0.59 0.034
H -5.103029 -1.448561 0.325276 -0.01 0.17 0.01 0.039
H 1.151041 3.822779 4.516606 0.09 0.33 -0.16 -0.004
H 3.276281 0.398689 1.371056 -0.15 0.59 -0.44 0.025
S -2.241049 4.575969 -2.570384 0.42 -0.04 -0.13 0.853
H -0.446669 -3.317001 -2.572724 -0.44 -0.35 0.50 0.050
H -2.309119 2.124759 -6.016294 -0.01 0.09 0.19 0.028
H -0.306649 -1.243671 3.958926 0.04 -0.17 0.34 -0.005
C -0.316599 -4.689431 -4.919914 -0.06 0.76 0.17 -0.239
H 0.129071 -3.729981 -5.182474 -0.36 0.26 -0.41 0.030
H 2.506461 3.774769 5.595606 0.21 -0.97 0.17 0.067
O -2.375769 -5.455421 -3.255504 0.28 1.21 -0.97 -0.597
H 4.926521 -0.149451 1.203006 0.13 0.17 -0.09 0.047
H -0.989619 -2.116561 -3.665114 -0.16 -0.06 -0.57 0.019
H -0.350849 -5.314731 -5.812054 -0.37 -0.01 0.20 0.045
C -1.837649 1.351919 -6.623374 0.40 1.08 0.39 -0.248
H -2.162419 -2.549721 -2.493024 0.15 -0.47 0.38 0.023
H -1.761829 2.714109 -1.197364 -0.18 0.01 -0.18 0.047
S -5.017379 -3.409271 1.728856 2.55 1.44 2.70 0.886
O -1.840689 3.535429 -3.573644 -0.30 0.43 0.16 -0.570
H 1.217021 -0.791321 -0.525104 0.22 0.90 0.07 0.032
H 3.610591 -1.070151 0.533056 0.08 -0.06 -0.55 0.052
H 0.136971 2.717729 -4.970444 -0.42 -0.10 -0.51 0.026
C -1.620149 3.415929 3.219726 -1.21 1.59 -0.83 -0.232
H 0.484861 -1.069041 -2.028774 -0.41 -0.56 0.06 0.027
H -2.650829 0.796459 -7.090604 0.40 -0.67 0.38 0.053
O 3.382411 -5.366351 -3.860014 0.70 1.64 0.77 -0.567
H -0.048379 5.747009 4.491476 -0.07 0.17 -0.12 0.043
C 3.979461 -0.053911 0.671926 0.37 -0.63 0.64 -0.262
H -0.303799 0.645619 5.123856 -0.21 1.41 -0.45 0.026
S -1.099769 -1.126011 -0.135804 -0.38 2.91 -2.00 0.846
H 0.762771 1.522069 6.355546 -0.32 -0.22 -0.05 0.052
C 2.153051 3.409379 4.631406 -1.62 0.15 -0.87 -0.243
S -1.395269 -3.304591 4.822576 1.25 -0.03 1.84 0.879
C -1.964169 -1.829001 5.814186 0.34 -0.73 -0.29 -0.232
C -0.770219 5.660869 -2.583414 1.10 -1.14 0.52 -0.258
H -1.016149 4.122549 -0.453164 0.50 0.19 -0.61 0.044
S 4.336341 -4.256761 -3.437294 -0.03 -0.76 -0.80 0.829
C 0.347981 -0.494851 -1.112444 -0.03 -1.88 -0.24 -0.240
O -1.022809 3.647879 5.847756 -0.03 0.00 0.26 -0.578
H 3.222061 -2.699251 -4.933664 -0.14 -0.60 0.03 0.051
H 3.164621 -4.137281 -1.377544 0.23 -0.09 0.37 0.061
H 4.969351 -4.565721 -1.085124 -0.59 -1.03 -0.27 0.049
H 2.813771 3.756679 3.837106 -0.05 -0.02 0.01 0.047
H 0.696951 1.578769 -3.889144 -0.48 -0.58 0.25 0.018
H -0.479769 -0.129751 2.071176 -0.02 -0.01 -0.22 0.010
H 4.437951 -1.852581 -4.134594 0.55 -0.35 0.53 0.046
S -0.764719 0.427869 -5.441114 0.34 -0.75 -1.03 0.832
O -4.687139 -3.571111 3.248466 -0.88 0.21 -2.78 -0.618
H 0.425701 -5.075311 -4.221224 -0.54 -0.47 0.43 0.043
H -1.290289 1.873589 -7.408464 0.33 -0.26 0.03 0.052
H -6.066549 -1.249091 1.820686 -0.27 -0.28 -0.24 0.031
H -3.354469 -3.692991 -0.162954 -0.72 0.51 -0.24 0.040
O 1.309351 1.441319 2.823796 0.51 1.04 1.47 -0.591
C -0.310959 -2.304531 3.708576 0.45 0.29 -0.25 -0.255
S 4.197051 0.804839 -0.907594 -0.86 0.37 -0.32 0.847
C -3.392909 -3.816641 0.919326 -0.67 -0.16 -0.95 -0.252
H 1.533021 1.687149 -5.310754 -0.36 -0.58 -1.11 0.056
C 3.687191 -2.621191 -3.950984 -0.70 0.23 -0.31 -0.260
H -1.586109 6.399859 3.748256 0.17 0.27 0.13 0.055
C 0.502451 1.690929 -4.955764 0.10 0.73 0.85 -0.247
H -0.646969 -2.321091 2.671796 -0.36 -0.49 0.06 0.007
S -2.005009 -4.310851 -4.185534 1.55 -0.89 1.24 0.856
H 0.722261 -2.651481 3.695246 -0.10 -0.29 0.32 0.062
O 3.231201 0.124259 -1.876304 1.70 0.38 0.82 -0.583
H 4.603481 -3.019311 -1.423574 -0.61 0.55 -0.31 0.021
H 6.576601 0.573559 -0.300624 0.02 0.15 -0.39 0.052
C 0.699141 0.928519 5.443536 0.83 -0.22 -0.26 -0.232
H 6.341021 0.583099 -2.178204 0.02 0.85 0.37 0.052
S 1.919791 1.631909 4.220046 -0.08 -1.62 -0.26 0.856
H -1.987389 0.466579 1.254676 -0.05 -0.24 0.29 0.041
C -1.117349 5.924239 4.609736 -0.18 -0.68 -0.41 -0.255
H -3.337149 -4.904301 0.963786 0.35 0.05 0.78 0.049
O -0.102819 -0.689661 -6.223854 -0.28 0.99 0.73 -0.591
H -0.564529 5.975909 -3.606424 -0.32 0.28 0.22 0.053
S -1.912549 4.327089 4.865886 0.46 -1.71 -0.89 0.849
H -0.696649 3.593619 2.668666 0.45 -0.34 0.74 0.043